1.
The following is a quantum chemistry calculation of a cluster of 8 separate species, C43H87F9N9O3PS in total at a distorted geometry, from OMol25.

Last column: Mulliken charge in e.
Positions of all 153 atoms, in Å:
C: -13.40 17.58 13.91  0.575
F: -13.48 17.16 15.19  -0.243
F: -13.78 18.83 13.96  -0.217
F: -12.05 17.45 13.55  -0.233
S: -14.61 16.53 12.71  1.062
O: -15.75 15.95 13.49  -0.661
O: -15.08 17.48 11.67  -0.656
O: -13.81 15.43 12.18  -0.629
C: -13.78 18.95 21.66  -1.045
C: -12.30 19.48 22.13  -0.573
N: -11.36 19.63 21.04  0.137
C: -10.27 18.84 20.89  -0.163
C: -9.72 19.22 19.69  -0.608
N: -10.33 20.40 19.25  0.166
C: -11.35 20.67 20.11  -0.106
C: -9.97 21.16 18.04  -0.840
H: -14.18 18.32 22.46  0.325
H: -13.81 18.50 20.67  0.341
H: -14.59 19.67 21.60  0.341
H: -11.83 18.83 22.87  0.367
H: -12.38 20.47 22.58  0.394
H: -10.10 18.00 21.54  0.416
H: -8.89 18.72 19.22  0.471
H: -12.12 21.42 20.00  0.348
H: -9.78 20.46 17.22  0.377
H: -8.97 21.56 18.14  0.359
H: -10.78 21.79 17.68  0.294
C: -23.73 21.48 17.92  -1.496
C: -23.62 20.27 18.85  -0.093
N: -22.76 19.28 18.35  0.147
C: -22.08 19.22 17.09  -0.228
C: -21.48 17.98 17.09  -0.505
N: -21.77 17.38 18.28  0.085
C: -22.59 18.13 19.04  -0.174
C: -21.47 15.91 18.54  -0.841
H: -22.80 22.06 17.89  0.386
H: -24.50 22.17 18.25  0.369
H: -24.01 21.21 16.90  0.404
H: -24.54 19.70 18.98  0.385
H: -23.33 20.69 19.81  0.284
H: -22.20 20.02 16.38  0.416
H: -20.97 17.51 16.26  0.436
H: -22.95 17.95 20.05  0.409
H: -22.43 15.39 18.54  0.353
H: -21.14 15.81 19.58  0.338
H: -20.66 15.51 17.93  0.322
C: -17.42 14.89 5.88  -1.136
C: -16.19 15.56 5.22  -0.335
N: -15.44 14.47 4.71  0.198
C: -14.74 13.58 5.46  -0.367
C: -14.04 12.75 4.54  -0.397
N: -14.34 13.12 3.29  0.101
C: -15.26 14.17 3.37  -0.234
C: -13.91 12.52 2.03  -0.834
H: -18.10 14.32 5.25  0.352
H: -18.03 15.58 6.46  0.371
H: -17.10 14.05 6.51  0.335
H: -15.71 16.26 5.90  0.342
H: -16.62 16.10 4.38  0.231
H: -14.85 13.63 6.53  0.522
H: -13.40 11.91 4.76  0.447
H: -15.54 14.80 2.54  0.369
H: -13.69 11.50 2.33  0.341
H: -13.13 13.06 1.49  0.281
H: -14.86 12.37 1.51  0.412
C: -17.72 23.44 10.97  -1.408
C: -17.13 24.56 11.76  -0.203
C: -16.48 25.68 10.91  -0.654
N: -15.71 26.66 11.80  0.199
C: -14.37 26.20 12.47  -0.916
C: -15.19 27.82 10.91  -0.805
C: -15.08 29.03 11.87  -0.541
C: -16.24 28.92 12.74  -0.552
C: -16.58 27.45 12.84  -0.446
H: -18.54 23.76 10.33  0.344
H: -18.27 22.62 11.43  0.396
H: -16.92 22.98 10.39  0.319
H: -16.37 24.26 12.47  0.341
H: -17.90 24.86 12.48  0.340
H: -17.26 26.24 10.40  0.373
H: -15.78 25.25 10.19  0.377
H: -13.81 25.48 11.87  0.325
H: -14.49 25.74 13.45  0.338
H: -13.72 27.05 12.64  0.419
H: -14.38 27.43 10.29  0.420
H: -15.89 28.10 10.13  0.454
H: -14.20 29.05 12.52  0.249
H: -15.12 29.97 11.32  0.395
H: -16.13 29.29 13.76  0.369
H: -17.20 29.31 12.40  0.318
H: -16.18 27.13 13.80  0.228
H: -17.65 27.35 12.62  0.322
C: -13.16 9.70 13.47  -1.498
C: -13.63 9.80 14.88  -0.087
C: -12.56 10.42 15.76  -0.703
N: -12.86 10.51 17.33  0.056
C: -12.63 9.17 17.96  -0.839
C: -14.26 11.13 17.60  -0.721
C: -14.13 11.69 19.06  -0.634
C: -12.60 12.06 19.25  -0.610
C: -11.92 11.55 17.97  -0.714
H: -14.03 9.43 12.87  0.371
H: -12.40 8.92 13.41  0.394
H: -12.63 10.51 12.99  0.382
H: -13.88 8.75 15.00  0.259
H: -14.57 10.36 14.84  0.328
H: -12.51 11.46 15.44  0.359
H: -11.70 9.78 15.58  0.342
H: -11.73 8.71 17.55  0.348
H: -13.44 8.50 17.66  0.357
H: -12.56 9.23 19.05  0.382
H: -15.03 10.38 17.49  0.441
H: -14.46 11.93 16.89  0.454
H: -14.64 11.12 19.83  0.361
H: -14.73 12.59 18.93  0.329
H: -12.05 11.57 20.05  0.287
H: -12.59 13.14 19.41  0.383
H: -10.95 11.05 17.90  0.639
H: -11.84 12.39 17.28  0.333
C: -10.98 19.66 8.55  -1.584
C: -9.70 19.05 7.97  -0.058
C: -9.82 17.48 8.07  -0.828
N: -8.59 16.68 7.51  0.170
C: -8.69 16.82 5.98  -0.987
C: -8.72 15.25 8.00  -0.559
C: -8.17 15.29 9.45  -0.664
C: -7.01 16.24 9.33  -0.432
C: -7.18 17.03 8.01  -0.605
H: -10.70 20.71 8.65  0.386
H: -11.27 19.29 9.54  0.439
H: -11.92 19.58 8.01  0.374
H: -8.98 19.44 8.68  0.304
H: -9.63 19.52 6.99  0.261
H: -10.71 17.04 7.63  0.396
H: -9.97 17.11 9.09  0.448
H: -9.53 16.22 5.65  0.349
H: -7.77 16.39 5.57  0.426
H: -8.76 17.88 5.75  0.342
H: -8.14 14.59 7.36  0.448
H: -9.78 14.99 8.02  0.332
H: -7.88 14.28 9.75  0.434
H: -8.92 15.67 10.14  0.248
H: -6.19 15.52 9.26  0.310
H: -6.86 16.86 10.21  0.323
H: -6.48 16.66 7.26  0.375
H: -7.05 18.11 8.07  0.353
P: -5.51 13.48 16.40  1.169
F: -4.31 14.41 16.95  -0.340
F: -4.78 13.44 14.92  -0.357
F: -4.68 12.09 16.83  -0.364
F: -6.65 12.45 15.88  -0.342
F: -6.05 13.59 17.94  -0.355
F: -6.40 14.89 15.94  -0.411

Its total charge is +4. As for the gap between HOMO and LUMO: 7.17 eV. The total energy is -110104.2506 eV. As for the multiplicity: 1.


2.
The following is a quantum chemistry calculation of a cluster of 6 separate species, C43H98I2NO9Si in total, from OMol25.

Last column: Mulliken charge in e.
Positions of all 154 atoms, in Å:
C: -1.90 1.42 -5.36  -1.467
C: -0.51 1.78 -4.77  -0.338
C: 0.07 0.66 -3.88  -0.832
I: 2.19 0.51 -4.21  0.232
C: -0.35 0.86 -2.41  0.406
O: -1.69 1.28 -2.38  -0.663
C: 0.43 1.81 -1.50  -1.496
C: 0.53 1.13 -0.12  -0.118
I: -1.32 1.34 0.99  0.164
C: 1.65 1.72 0.73  -0.939
C: 1.95 1.01 2.07  -0.436
O: 1.51 1.80 3.15  -0.198
Si: 1.11 1.14 4.63  0.227
C: -0.68 0.63 4.71  -0.851
C: 2.18 -0.35 5.01  -1.044
C: 1.43 2.47 5.88  -0.824
C: 0.70 -0.37 -0.48  0.161
C: 2.14 -0.77 -0.84  -1.224
C: 2.28 -2.18 -1.43  0.104
C: 3.73 -2.72 -1.56  -1.339
C: 4.78 -2.18 -0.62  -0.550
O: 4.45 -2.57 0.70  -0.389
C: 5.18 -1.87 1.68  -0.664
N: -0.34 -0.46 -1.57  1.161
O: -0.34 -1.66 -2.28  -0.136
C: -1.67 -2.15 -2.61  -0.610
C: -2.35 -3.01 -1.55  0.187
C: -3.29 -2.19 -0.65  -1.602
C: -1.36 -3.93 -0.79  1.381
C: -0.94 -3.43 0.60  -1.615
C: -1.98 -5.33 -0.67  -2.055
H: -2.25 0.45 -5.00  0.407
H: -1.87 1.36 -6.44  0.393
H: -2.65 2.15 -5.07  0.336
H: -0.57 2.70 -4.19  0.292
H: 0.19 1.95 -5.59  0.521
H: -0.30 -0.31 -4.21  0.349
H: -2.19 0.92 -3.13  0.431
H: 1.45 1.96 -1.86  0.356
H: -0.11 2.74 -1.45  0.626
H: 1.37 2.75 0.98  0.766
H: 2.55 1.76 0.12  0.308
H: 3.02 0.86 2.14  0.195
H: 1.48 0.01 2.09  0.288
H: -1.34 1.43 4.37  0.161
H: -0.91 0.43 5.76  0.283
H: -0.92 -0.28 4.14  0.422
H: 1.73 -0.85 5.87  0.374
H: 3.20 -0.07 5.28  0.338
H: 2.21 -1.09 4.20  0.287
H: 1.16 2.11 6.88  0.334
H: 2.50 2.71 5.89  0.310
H: 0.87 3.38 5.66  0.002
H: 0.38 -1.03 0.33  0.393
H: 2.61 -0.04 -1.49  0.030
H: 2.66 -0.73 0.12  0.563
H: 1.83 -2.17 -2.42  0.240
H: 1.68 -2.87 -0.83  -0.230
H: 4.08 -2.62 -2.59  0.412
H: 3.69 -3.80 -1.37  0.448
H: 5.76 -2.58 -0.90  0.623
H: 4.88 -1.08 -0.66  0.206
H: 4.77 -2.13 2.65  0.247
H: 5.11 -0.79 1.53  0.242
H: 6.24 -2.15 1.66  0.317
H: -1.24 -0.37 -1.07  0.326
H: -2.30 -1.30 -2.89  0.182
H: -1.49 -2.72 -3.52  0.478
H: -2.99 -3.68 -2.13  0.606
H: -3.84 -2.84 0.03  0.412
H: -4.01 -1.65 -1.27  0.466
H: -2.76 -1.44 -0.05  0.156
H: -0.47 -4.04 -1.42  0.035
H: 0.11 -3.66 0.79  0.326
H: -1.52 -3.92 1.38  0.493
H: -1.07 -2.35 0.74  0.238
H: -1.38 -5.95 0.00  0.465
H: -2.98 -5.25 -0.21  0.307
H: -2.07 -5.83 -1.63  0.552
C: 2.25 6.13 3.66  -1.009
C: 2.05 6.30 5.15  -0.384
O: 3.13 5.82 5.94  -0.394
C: 4.38 6.45 5.72  -0.335
C: 4.39 7.94 6.01  -1.047
H: 2.46 5.08 3.43  0.214
H: 1.33 6.42 3.13  0.403
H: 3.06 6.74 3.27  0.322
H: 1.19 5.72 5.48  0.309
H: 1.83 7.35 5.39  0.349
H: 4.73 6.26 4.69  0.305
H: 5.07 5.94 6.39  0.328
H: 3.76 8.50 5.31  0.265
H: 5.40 8.33 5.93  0.395
H: 4.03 8.13 7.02  0.286
C: 6.66 -0.35 -4.65  -1.336
C: 6.01 0.17 -3.38  0.725
O: 6.80 0.03 -2.22  -0.334
C: 8.05 0.71 -2.23  -0.388
C: 7.93 2.22 -2.39  -1.038
H: 6.97 -1.39 -4.52  0.369
H: 5.95 -0.31 -5.48  0.357
H: 7.53 0.23 -4.94  0.348
H: 5.11 -0.41 -3.17  -0.607
H: 5.70 1.21 -3.51  0.263
H: 8.70 0.30 -3.01  0.319
H: 8.51 0.47 -1.28  0.354
H: 7.54 2.50 -3.36  0.260
H: 8.91 2.68 -2.28  0.410
H: 7.27 2.63 -1.62  0.278
C: -6.77 3.77 -4.25  -1.138
C: -5.58 3.86 -5.18  -0.297
O: -5.14 2.61 -5.69  -0.303
C: -6.10 1.89 -6.46  -0.327
C: -6.57 2.63 -7.70  -1.120
H: -6.57 3.07 -3.43  0.307
H: -6.98 4.75 -3.82  0.399
H: -7.67 3.44 -4.76  0.274
H: -4.72 4.26 -4.64  0.328
H: -5.79 4.56 -6.00  0.299
H: -6.95 1.61 -5.84  0.311
H: -5.59 0.97 -6.74  0.309
H: -7.14 3.52 -7.46  0.274
H: -7.21 1.97 -8.29  0.395
H: -5.72 2.92 -8.31  0.306
C: -1.96 -8.82 -4.59  -1.111
C: -2.25 -8.84 -3.10  -0.307
O: -3.26 -7.92 -2.70  -0.339
C: -4.54 -8.12 -3.27  -0.367
C: -5.16 -9.48 -2.96  -1.099
H: -1.72 -7.81 -4.93  0.291
H: -1.11 -9.46 -4.81  0.396
H: -2.81 -9.18 -5.18  0.267
H: -1.37 -8.53 -2.55  0.338
H: -2.50 -9.85 -2.78  0.336
H: -4.51 -7.96 -4.35  0.322
H: -5.16 -7.33 -2.85  0.322
H: -4.61 -10.30 -3.42  0.274
H: -6.18 -9.51 -3.34  0.393
H: -5.18 -9.65 -1.88  0.305
C: -3.05 3.04 9.61  -1.238
C: -2.30 2.57 8.37  -0.117
O: -2.52 1.20 8.05  -0.419
C: -3.87 0.85 7.76  -0.365
C: -4.45 1.58 6.56  -0.882
H: -2.83 2.40 10.46  0.311
H: -2.74 4.06 9.85  0.411
H: -4.13 3.05 9.45  0.289
H: -1.22 2.63 8.55  0.265
H: -2.53 3.21 7.52  0.293
H: -4.50 0.99 8.64  0.354
H: -3.83 -0.22 7.55  0.342
H: -4.57 2.65 6.75  0.273
H: -5.44 1.18 6.33  0.400
H: -3.81 1.46 5.69  0.112

Its total charge is +1. As for the gap between HOMO and LUMO: 8.87 eV. The total energy is -90169.4233 eV. As for the multiplicity: 1. Its energy relative to the best compared isomer or geometry (same formula, charge and spin) is 0.00 kcal per mole.


3.
The following is a quantum chemistry calculation of a cluster of 14 separate species, C44H104N12O16 in total at a distorted geometry, from OMol25.

Last column: Löwdin spin population.
Positions of all 176 atoms, in Å:
C: -2.14 1.18 1.81  0.004
O: -1.20 0.35 1.24  0.002
C: -1.19 0.35 -0.19  0.001
C: -0.13 -0.62 -0.73  0.000
O: 1.16 -0.32 -0.30  0.000
C: 2.19 -1.27 -0.74  0.000
H: -2.11 0.93 2.87  0.003
H: -3.15 0.95 1.46  0.004
H: -1.88 2.22 1.64  0.000
H: -1.04 1.37 -0.56  0.000
H: -2.12 -0.06 -0.59  0.001
H: -0.17 -0.59 -1.82  0.000
H: -0.42 -1.64 -0.45  0.000
H: 1.87 -2.30 -0.56  0.000
H: 3.06 -1.05 -0.12  0.000
H: 2.48 -1.15 -1.78  0.000
C: -5.23 -1.70 -0.81  0.022
O: -5.35 -3.11 -0.93  0.049
C: -6.45 -3.49 -1.77  0.010
C: -6.48 -2.85 -3.19  0.002
O: -5.38 -3.14 -4.03  0.001
C: -5.57 -2.58 -5.33  0.001
H: -4.42 -1.59 -0.09  0.006
H: -6.13 -1.24 -0.42  0.012
H: -4.82 -1.29 -1.74  0.001
H: -7.31 -3.26 -1.13  0.004
H: -6.44 -4.58 -1.80  0.002
H: -6.75 -1.80 -3.07  0.001
H: -7.40 -3.20 -3.67  0.000
H: -6.34 -3.09 -5.90  0.000
H: -4.74 -2.84 -5.99  0.000
H: -5.73 -1.51 -5.32  0.000
C: 3.21 2.77 4.35  0.001
C: 2.65 1.51 4.98  0.002
O: 2.89 1.30 6.15  0.003
N: 1.98 0.63 4.21  0.002
C: 1.69 0.79 2.82  0.001
H: 3.89 3.22 5.07  0.000
H: 2.40 3.46 4.12  0.000
H: 3.80 2.57 3.46  0.000
H: 1.63 -0.13 4.78  0.007
H: 2.59 0.96 2.24  0.000
H: 0.81 1.43 2.70  0.000
H: 1.27 -0.18 2.53  0.001
C: -0.51 1.73 -5.45  0.000
C: -1.30 0.79 -4.59  0.000
O: -1.87 1.41 -3.69  0.000
N: -1.37 -0.50 -4.88  0.000
C: -2.15 -1.50 -4.16  0.001
H: 0.19 1.16 -6.06  0.000
H: 0.03 2.44 -4.82  0.000
H: -1.21 2.25 -6.11  0.000
H: -0.93 -0.85 -5.72  0.000
H: -2.80 -1.01 -3.44  0.000
H: -1.52 -2.24 -3.68  0.000
H: -2.63 -1.97 -5.02  0.000
C: 1.31 -4.94 -0.61  0.001
C: -0.05 -4.56 -1.18  0.002
O: -0.06 -4.27 -2.39  0.001
N: -1.09 -4.35 -0.36  0.001
C: -2.37 -3.91 -0.83  0.008
H: 1.37 -4.70 0.45  0.000
H: 2.15 -4.43 -1.07  0.000
H: 1.58 -6.00 -0.69  0.000
H: -1.00 -4.57 0.62  0.000
H: -2.30 -2.89 -1.23  0.000
H: -3.08 -3.90 0.00  0.004
H: -2.83 -4.52 -1.61  0.002
C: 4.59 3.46 0.85  0.000
C: 5.24 2.08 0.74  0.000
O: 5.70 1.51 1.74  0.000
N: 5.33 1.40 -0.44  0.000
C: 4.89 1.83 -1.80  0.000
H: 3.51 3.33 0.73  0.000
H: 4.87 4.15 0.06  0.000
H: 4.69 3.88 1.85  0.000
H: 5.85 0.54 -0.45  0.000
H: 4.24 1.04 -2.17  0.000
H: 5.74 1.79 -2.47  0.000
H: 4.46 2.83 -1.88  0.000
C: 1.00 5.12 0.37  0.000
C: 1.86 5.30 -0.86  0.000
O: 2.56 6.32 -1.07  0.000
N: 1.95 4.32 -1.74  0.000
C: 1.31 2.97 -1.77  0.000
H: 1.63 4.78 1.20  0.000
H: 0.19 4.40 0.23  0.000
H: 0.53 6.07 0.61  0.000
H: 2.56 4.51 -2.52  0.000
H: 2.04 2.20 -2.02  0.000
H: 0.50 2.99 -2.49  0.000
H: 0.96 2.57 -0.82  0.000
C: -2.70 -5.47 3.72  0.114
C: -2.06 -4.34 3.04  0.051
O: -1.06 -4.51 2.36  0.010
N: -2.71 -3.21 3.24  0.058
C: -2.21 -2.02 2.56  0.043
H: -3.12 -6.16 2.98  0.010
H: -3.40 -5.17 4.49  0.061
H: -1.89 -6.02 4.20  0.005
H: -3.43 -3.18 3.94  0.111
H: -1.48 -2.24 1.77  0.000
H: -1.73 -1.36 3.29  0.016
H: -3.02 -1.45 2.11  0.018
C: -4.13 3.66 0.45  0.002
C: -4.04 2.80 -0.80  0.001
O: -4.78 1.84 -1.04  0.006
N: -3.07 3.08 -1.70  0.000
C: -2.23 4.33 -1.70  0.000
H: -5.12 3.47 0.88  0.002
H: -4.25 4.71 0.18  0.000
H: -3.44 3.46 1.27  0.000
H: -3.08 2.52 -2.54  0.000
H: -1.30 4.08 -2.20  0.000
H: -2.08 4.68 -0.68  0.000
H: -2.72 5.12 -2.27  0.000
C: 1.92 -1.49 -4.52  0.000
C: 2.76 -2.75 -4.57  0.000
O: 3.78 -2.83 -5.33  0.000
N: 2.31 -3.81 -3.89  0.000
C: 2.90 -5.14 -3.86  0.000
H: 0.98 -1.59 -3.98  0.000
H: 1.77 -1.11 -5.53  0.000
H: 2.57 -0.79 -4.00  0.000
H: 1.51 -3.74 -3.28  0.000
H: 3.45 -5.25 -4.79  0.000
H: 2.12 -5.88 -3.70  0.000
H: 3.67 -5.23 -3.09  0.000
C: -0.94 4.80 4.00  0.001
C: -1.07 5.97 3.03  0.000
O: -1.86 5.90 2.08  0.000
N: -0.31 7.06 3.17  0.000
C: -0.44 8.28 2.31  0.000
H: -0.10 4.77 4.69  0.000
H: -0.76 3.91 3.40  0.000
H: -1.78 4.68 4.68  0.000
H: 0.42 7.04 3.88  0.000
H: 0.15 8.16 1.40  0.000
H: 0.10 8.96 2.97  0.000
H: -1.48 8.53 2.15  0.000
C: -4.33 3.90 3.96  0.005
C: -3.91 2.60 4.70  0.007
O: -2.94 2.62 5.45  0.008
N: -4.65 1.51 4.53  0.011
C: -4.51 0.18 5.18  0.155
H: -3.39 4.18 3.48  0.000
H: -4.79 4.66 4.59  0.001
H: -4.98 3.60 3.15  0.002
H: -5.47 1.69 3.97  0.019
H: -5.48 -0.12 5.57  0.043
H: -3.76 0.16 5.97  0.024
H: -4.22 -0.52 4.38  0.040
C: 2.49 -3.10 2.75  0.003
C: 3.88 -3.67 2.51  0.001
O: 3.95 -4.81 2.04  0.001
N: 5.00 -2.96 2.73  0.000
C: 4.98 -1.56 3.17  0.000
H: 2.48 -2.38 3.57  0.002
H: 1.72 -3.85 2.89  0.001
H: 2.11 -2.46 1.96  0.000
H: 5.88 -3.34 2.43  0.000
H: 6.03 -1.34 3.37  0.000
H: 4.39 -1.50 4.08  0.000
H: 4.65 -0.96 2.33  0.000
C: 6.57 -1.86 -3.70  0.000
C: 6.13 -2.19 -2.30  0.000
O: 6.46 -1.51 -1.36  0.000
N: 5.33 -3.27 -2.12  0.000
C: 4.92 -3.65 -0.72  0.000
H: 6.34 -2.69 -4.37  0.000
H: 7.66 -1.77 -3.71  0.000
H: 6.15 -0.93 -4.10  0.000
H: 5.00 -3.84 -2.88  0.000
H: 4.37 -2.86 -0.21  0.000
H: 5.79 -3.96 -0.15  0.000
H: 4.30 -4.55 -0.67  0.000

Its total charge is -1. As for the gap between HOMO and LUMO (alpha / beta): 1.52 / 9.05 eV. The total energy is -97957.6724 eV. As for the multiplicity: 2.


> What is the total charge in the first record?

+4